Entry 1:
This record from the Open Molecules 2025 dataset describes a structure of composition C43H96N3O19V. The level of theory is ωB97M-V/def2-TZVPD.

```
! wB97M-V def2-TZVPD RIJCOSX def2/J DEFGRID3
* xyz 1 4
V -1.57 -1.93 3.67
C -0.18 0.13 0.31
C -0.81 -0.66 1.45
O -0.49 -1.82 1.80
O -1.63 -0.14 2.26
H 0.89 -0.06 0.29
H -0.21 1.19 0.55
H -0.56 -0.09 -0.70
C -3.66 -0.85 6.95
C -2.92 -1.28 5.79
O -2.38 -2.36 5.64
O -2.86 -0.63 4.81
H -4.74 -0.84 6.79
H -3.34 0.15 7.23
H -3.39 -1.54 7.76
C -4.16 -4.48 1.36
C -3.32 -3.64 2.35
O -3.58 -2.47 2.61
O -2.28 -3.90 2.96
H -3.54 -5.28 0.96
H -4.62 -3.76 0.69
H -5.00 -4.92 1.90
C 3.38 3.72 -0.27
C 2.04 4.50 -0.30
O 1.42 4.52 -1.61
O 3.09 2.29 -0.28
H 3.82 4.02 0.68
H 3.95 4.06 -1.13
H 2.10 5.54 0.03
H 1.43 3.89 0.37
H 1.24 5.45 -1.78
H 2.40 2.21 -0.94
C 2.24 1.28 -3.43
C 3.24 0.13 -3.22
O 4.27 0.67 -2.38
O 1.31 1.39 -2.26
H 1.60 1.08 -4.29
H 2.80 2.18 -3.66
H 3.90 -0.03 -4.07
H 2.74 -0.75 -2.82
H 3.92 0.95 -1.53
H 0.68 2.08 -2.45
C -2.47 4.31 -1.73
C -1.46 3.11 -1.54
O -0.56 3.10 -2.61
O -1.85 5.49 -1.51
H -3.33 4.29 -1.05
H -2.93 4.32 -2.72
H -1.95 2.15 -1.43
H -0.73 3.13 -0.73
H 0.13 3.70 -2.33
H -1.29 5.71 -2.26
C 1.31 -1.16 4.88
C 1.02 -2.62 5.29
O 0.14 -3.25 4.37
O 0.12 -0.58 4.47
H 2.05 -1.22 4.09
H 1.62 -0.61 5.77
H 0.55 -2.71 6.28
H 1.98 -3.12 5.43
H 0.55 -4.11 4.27
H 0.24 0.36 4.63
C -4.86 2.31 4.25
C -4.51 1.62 2.93
O -3.28 2.09 2.40
O -5.56 3.52 3.96
H -3.98 2.63 4.82
H -5.48 1.70 4.90
H -5.29 1.76 2.19
H -4.32 0.56 3.12
H -2.72 1.31 2.37
H -5.33 3.83 3.08
C 3.83 -6.96 -2.99
C 2.87 -5.73 -3.01
C 1.57 -6.15 -3.76
C 0.33 -5.31 -3.58
C 0.18 -5.14 -2.06
C 1.39 -4.56 -1.29
N 2.59 -5.39 -1.61
O 3.64 -5.13 -0.81
C 1.54 -3.04 -1.81
C 1.00 -4.53 0.22
C 3.50 -4.52 -3.77
H 4.09 -7.21 -4.02
H 3.32 -7.78 -2.48
H 4.81 -6.77 -2.53
H 1.86 -6.16 -4.81
H 1.32 -7.21 -3.64
H -0.47 -5.80 -4.14
H 0.46 -4.34 -4.06
H -0.09 -6.09 -1.59
H -0.76 -4.61 -1.89
H 2.45 -2.58 -1.42
H 1.41 -2.90 -2.88
H 0.76 -2.44 -1.34
H 0.06 -4.01 0.42
H 0.86 -5.48 0.72
H 1.87 -4.07 0.69
H 4.18 -4.97 -4.50
H 4.33 -4.03 -3.27
H 2.81 -3.88 -4.32
H 3.91 -6.00 -0.51
C 1.34 4.33 3.46
C 1.48 3.04 4.28
C 2.54 3.22 5.40
C 2.12 4.16 6.54
C 0.89 3.50 7.15
C -0.27 3.13 6.14
N 0.27 2.54 4.94
O -0.72 2.14 4.08
C -1.16 2.08 6.92
C -1.08 4.40 5.89
C 1.98 2.02 3.26
H 0.58 4.11 2.72
H 2.27 4.53 2.93
H 0.87 5.19 3.94
H 3.03 2.29 5.68
H 3.42 3.72 4.99
H 1.86 5.17 6.24
H 2.93 4.28 7.26
H 0.49 4.06 7.99
H 1.21 2.58 7.64
H -0.64 1.13 6.82
H -1.15 2.32 7.98
H -2.19 1.92 6.60
H -0.41 5.25 5.74
H -1.75 4.23 5.05
H -1.70 4.72 6.73
H 2.99 2.21 2.88
H 1.34 1.82 2.40
H 2.19 1.06 3.75
H -0.92 2.97 3.64
C 0.12 2.65 -6.35
C -0.53 1.37 -6.73
C 0.52 0.45 -7.50
C 0.27 -1.04 -7.45
C -0.20 -1.52 -6.15
C -1.38 -0.86 -5.40
N -1.02 0.61 -5.52
O -1.96 1.43 -4.79
C -2.69 -1.28 -6.03
C -1.24 -1.25 -3.84
C -1.74 1.52 -7.68
H 1.01 2.56 -5.73
H -0.61 3.33 -5.93
H 0.42 3.15 -7.27
H 0.47 0.61 -8.57
H 1.58 0.56 -7.27
H 1.18 -1.56 -7.74
H -0.46 -1.36 -8.19
H 0.68 -1.72 -5.53
H -0.55 -2.51 -6.45
H -3.04 -2.23 -5.64
H -3.45 -0.54 -5.77
H -2.72 -1.40 -7.11
H -1.74 -0.60 -3.13
H -1.53 -2.29 -3.67
H -0.20 -1.16 -3.52
H -2.33 0.61 -7.69
H -1.43 1.76 -8.70
H -2.48 2.25 -7.35
H -1.42 1.47 -3.99
*
```

The gap between HOMO and LUMO (alpha / beta) comes out at 7.34 / 3.47 eV. The value obtained for the lowest unoccupied orbital energy (alpha / beta) is -2.51 / -6.37 eV. As for the highest occupied orbital energy (alpha / beta): -9.85 / -9.85 eV. The calculation puts the total energy at -115195.167 eV.

---

Entry 2:
This record from the Open Molecules 2025 dataset describes a cluster of 2 separate species, C3H7N2O in total. The level of theory is ωB97M-V/def2-TZVPD.

```
! wB97M-V def2-TZVPD RIJCOSX def2/J DEFGRID3
* xyz 1 1
C 0.02 1.45 -0.64
C -0.32 0.92 0.55
N -0.88 -0.31 0.28
C -0.79 -0.56 -1.01
N -0.31 0.54 -1.59
H 0.38 2.44 -0.88
H -0.16 1.35 1.52
H -0.93 -1.02 1.00
H -1.05 -1.39 -1.64
H -0.28 0.66 -2.59
H 0.92 -1.39 2.29
H 2.02 -1.66 1.19
O 1.38 -1.02 1.53
*
```

The gap between HOMO and LUMO comes out at 11.31 eV. The value obtained for the relative energy (zero: lowest compared OMol25 entry of this formula, charge and spin) is 9.0 kcal per mole. The value obtained for the lowest unoccupied orbital energy is -3.25 eV. As for the highest occupied orbital energy: -14.57 eV. The calculation puts the total energy at -8245.750 eV.